1.
Here is a molecular structure, C2H10N2O at a distorted geometry from the OMol25 dataset. Energies are from ωB97M-V/def2-TZVPD.

Cartesian coordinates (Å):
C: 0.054 0.007 -1.532
N: -1.177 0.026 -0.881
N: 0.160 -0.924 -2.573
H: -1.523 -0.898 -0.647
H: -1.078 0.571 0.000
H: 1.028 -0.875 -3.086
H: -0.127 -1.866 -2.338
H: 0.310 1.005 -1.885
H: 1.053 0.838 0.822
C: 0.063 0.383 2.563
O: 0.131 1.069 1.338
H: 1.051 0.098 -0.557
H: 0.906 0.560 3.236
H: -0.844 0.718 3.071
H: -0.007 -0.712 2.468

Values from the calculation:
Energy above the lowest of the compared OMol25 structures with the same formula, charge and spin: 208.12 kJ/mol
Net charge: 0

---

2.
Here is 18 unconnected molecules or ions with the total composition C23H48Cl36IN6 at a distorted geometry from the OMol25 dataset. Energies are from ωB97M-V/def2-TZVPD.

Cartesian coordinates (Å):
C: -3.665 -1.519 0.544
N: -2.524 -2.076 1.273
C: -2.558 -1.699 2.666
N: -1.316 -2.079 3.317
C: -0.230 -1.397 3.815
N: -0.060 -0.074 3.823
C: 1.156 0.462 4.448
N: -0.938 0.865 3.289
N: 0.633 -2.289 4.290
C: 0.140 -3.503 4.113
N: -1.041 -3.382 3.514
I: -2.123 -5.065 3.082
H: -3.426 -0.486 0.269
H: -3.888 -2.060 -0.373
H: -4.563 -1.525 1.163
H: -1.637 -1.845 0.845
H: -3.349 -2.310 3.119
H: -2.842 -0.663 2.850
H: 0.958 0.843 5.450
H: 1.444 1.320 3.839
H: 1.977 -0.249 4.415
H: -1.226 0.633 2.346
H: -1.755 0.984 3.879
H: 0.591 -4.436 4.402
C: -5.049 1.780 -1.052
Cl: -4.608 0.310 -1.931
Cl: -4.191 1.895 0.495
H: -4.791 2.636 -1.661
H: -6.114 1.771 -0.855
C: -4.116 -0.791 -5.431
Cl: -3.397 -2.194 -4.621
Cl: -3.315 -0.446 -6.965
H: -5.163 -1.000 -5.620
H: -4.017 0.071 -4.783
C: -0.429 4.372 3.833
Cl: 1.138 5.010 3.324
Cl: -1.740 5.502 3.471
H: -0.611 3.443 3.306
H: -0.402 4.196 4.903
C: 5.283 -0.669 3.300
Cl: 5.600 0.141 4.834
Cl: 3.688 -1.445 3.296
H: 5.315 0.065 2.503
H: 6.039 -1.429 3.141
C: 0.814 -4.938 -0.490
Cl: 0.071 -6.015 -1.667
Cl: -0.288 -4.646 0.882
H: 1.725 -5.393 -0.116
H: 1.039 -3.993 -0.972
C: 0.499 -9.548 -1.927
Cl: 2.247 -9.797 -1.845
Cl: -0.364 -10.607 -0.805
H: 0.289 -8.518 -1.670
H: 0.159 -9.760 -2.935
C: -1.479 0.648 -10.228
Cl: -1.500 -0.389 -11.655
Cl: 0.139 1.280 -9.899
H: -2.152 1.482 -10.391
H: -1.803 0.069 -9.370
C: -0.244 5.688 -0.091
Cl: -1.860 6.105 -0.679
Cl: 0.380 4.240 -0.896
H: 0.426 6.516 -0.290
H: -0.295 5.501 0.976
C: -5.473 5.890 -0.923
Cl: -6.208 4.840 -2.148
Cl: -6.563 6.169 0.436
H: -4.570 5.415 -0.556
H: -5.234 6.842 -1.382
C: 1.756 7.822 6.284
Cl: 0.338 7.152 5.468
Cl: 1.710 9.587 6.326
H: 1.781 7.450 7.302
H: 2.646 7.510 5.749
C: 3.139 12.225 8.253
Cl: 2.436 13.842 8.148
Cl: 3.563 11.802 9.918
H: 2.416 11.506 7.887
H: 4.038 12.198 7.648
C: 2.302 4.430 -9.806
Cl: 3.862 5.123 -10.265
Cl: 0.967 5.540 -10.143
H: 2.146 3.518 -10.374
H: 2.313 4.215 -8.740
C: -4.571 -5.711 -5.179
Cl: -6.190 -5.323 -5.770
Cl: -3.913 -7.137 -5.994
H: -3.918 -4.866 -5.366
H: -4.624 -5.910 -4.114
C: 5.801 14.856 9.529
Cl: 7.265 15.380 10.367
Cl: 6.169 14.173 7.937
H: 5.308 14.098 10.125
H: 5.149 15.711 9.395
C: 4.189 -12.422 0.581
Cl: 5.490 -13.094 -0.414
Cl: 3.616 -13.586 1.782
H: 4.562 -11.546 1.097
H: 3.361 -12.151 -0.065
C: -4.524 -11.004 -5.301
Cl: -4.089 -12.467 -6.187
Cl: -3.648 -10.893 -3.767
H: -4.276 -10.141 -5.907
H: -5.588 -11.021 -5.097
C: 6.051 -8.539 0.259
Cl: 5.299 -9.641 -0.897
Cl: 4.990 -8.218 1.641
H: 6.969 -8.988 0.621
H: 6.266 -7.602 -0.241
C: 2.128 2.556 -5.506
Cl: 3.026 3.936 -4.867
Cl: 1.514 2.868 -7.136
H: 2.787 1.697 -5.544
H: 1.287 2.355 -4.853

Values from the calculation:
Net charge: +1

---

3.
Here is a gas-phase ion, C5H11N2O (charge +1) at a distorted geometry from the OMol25 dataset. Energies are from ωB97M-V/def2-TZVPD.

Cartesian coordinates (Å):
C: 2.748 -0.471 -0.048
N: 1.301 -0.158 0.027
C: 0.127 -0.998 -0.152
C: -0.799 0.199 0.022
C: -1.678 0.234 1.227
N: -1.658 0.466 -1.182
C: 0.627 1.017 0.093
O: 0.766 2.223 0.148
H: 2.859 -1.380 0.656
H: 3.230 -0.782 -0.916
H: 3.360 0.400 0.201
H: 0.104 -1.807 0.629
H: 0.244 -1.398 -1.165
H: -2.326 -0.566 1.040
H: -2.145 1.285 1.293
H: -1.260 0.156 2.204
H: -2.133 1.408 -1.074
H: -2.256 -0.316 -0.983
H: -1.109 0.488 -2.020

Values from the calculation:
Energy above the lowest of the compared OMol25 structures with the same formula, charge and spin: 270.94 kJ/mol
SMILES: CN1C[C@](C)([NH3+])C1=O
Net charge: +1

---

4.
Here is a single C6H10 molecule from the OMol25 dataset. Energies are from ωB97M-V/def2-TZVPD.

Cartesian coordinates (Å):
C: -2.436 1.820 0.178
C: -1.387 0.941 -0.323
C: -0.482 0.147 -0.278
C: 0.711 -0.539 0.203
C: 1.947 0.108 -0.416
C: 0.611 -2.055 0.112
H: -2.097 2.202 1.153
H: -2.601 2.643 -0.514
H: -3.357 1.248 0.329
H: 0.629 -0.232 1.254
H: 1.920 -0.034 -1.501
H: 2.886 -0.276 -0.003
H: 1.895 1.184 -0.225
H: 0.583 -2.346 -0.942
H: 1.447 -2.547 0.626
H: -0.333 -2.361 0.577

Values from the calculation:
Energy above the lowest of the compared OMol25 structures with the same formula, charge and spin: 160.76 kJ/mol
SMILES: CC#CC(C)C
Net charge: 0

---

5.
Here is a molecular structure, C28H58I2N4O2RbSbSi at a distorted geometry from the OMol25 dataset. Energies are from ωB97M-V/def2-TZVPD.

Cartesian coordinates (Å):
Rb: 0.411 0.182 -0.318
C: -2.480 3.779 -2.161
C: -1.111 3.667 -2.759
N: -0.595 2.289 -3.040
C: -1.341 1.694 -4.130
C: -0.973 0.185 -4.394
N: -0.949 -0.666 -3.201
C: -2.093 -1.511 -2.895
C: -3.385 -0.810 -2.421
C: -3.205 0.346 -1.429
N: -2.924 -0.092 -0.072
C: -3.154 0.844 1.017
C: -2.093 1.938 1.137
N: -1.743 2.591 -0.150
C: -2.666 3.580 -0.691
H: -3.129 3.079 -2.747
H: -2.812 4.786 -2.372
H: -0.409 4.309 -2.248
H: -1.184 4.115 -3.751
H: 0.410 2.349 -3.102
H: -1.248 2.156 -5.081
H: -2.369 1.820 -3.802
H: 0.015 0.230 -4.846
H: -1.665 -0.149 -5.147
H: -0.147 -1.239 -3.277
H: -1.796 -2.132 -2.024
H: -2.320 -2.158 -3.723
H: -4.042 -1.647 -2.063
H: -3.973 -0.458 -3.295
H: -4.207 0.905 -1.537
H: -2.381 0.895 -1.898
H: -3.199 -1.058 0.138
H: -3.291 0.181 1.976
H: -4.146 1.373 0.854
H: -1.133 1.435 1.417
H: -2.370 2.732 1.893
H: -0.796 2.942 -0.264
H: -2.687 4.532 -0.087
H: -3.654 3.101 -0.610
I: 2.924 -2.233 -2.188
C: 3.995 -0.745 -3.303
I: 2.882 -0.075 -5.026
H: 4.918 -1.190 -3.628
H: 4.165 0.097 -2.622
C: -2.812 -4.074 1.090
C: -1.806 -3.583 2.186
C: -1.875 -4.422 3.487
Sb: 0.138 -3.123 1.295
C: 1.098 -2.223 3.101
C: 0.316 -0.935 3.349
C: 2.531 -1.758 2.505
C: 1.085 -5.108 1.301
C: 1.394 -5.751 2.645
C: 0.154 -5.940 0.479
H: -3.842 -3.858 1.394
H: -2.723 -5.169 0.977
H: -2.524 -3.651 0.119
H: -2.127 -2.579 2.435
H: -1.608 -5.410 3.281
H: -2.883 -4.395 3.955
H: -1.173 -4.013 4.270
H: 1.082 -2.849 3.974
H: -0.008 -0.499 2.429
H: 0.834 -0.156 3.859
H: -0.580 -1.140 3.950
H: 2.396 -1.290 1.544
H: 3.205 -2.596 2.500
H: 2.964 -0.985 3.143
H: 2.002 -4.788 0.796
H: 0.453 -5.853 3.137
H: 2.034 -5.193 3.343
H: 1.942 -6.702 2.518
H: -0.694 -6.130 1.115
H: 0.573 -6.884 0.167
H: -0.199 -5.457 -0.443
O: 1.944 2.209 -1.723
O: 2.815 1.150 -1.071
C: 2.527 4.914 -1.086
Si: 3.055 3.073 -0.782
C: 4.934 3.276 -0.980
C: 2.606 2.897 1.122
C: 3.367 2.135 2.086
C: 3.024 2.041 3.411
C: 1.863 2.657 3.859
C: 1.111 3.382 3.004
C: 1.476 3.458 1.647
H: 3.063 5.560 -0.363
H: 1.459 4.915 -1.045
H: 2.837 5.295 -2.084
H: 5.191 4.295 -0.682
H: 5.370 3.124 -1.971
H: 5.437 2.573 -0.317
H: 4.209 1.523 1.686
H: 3.697 1.513 4.058
H: 1.546 2.610 4.899
H: 0.226 3.913 3.387
H: 0.848 4.035 0.915

Values from the calculation:
Energy above the lowest of the compared OMol25 structures with the same formula, charge and spin: 95.16 kJ/mol
Net charge: 0

---

no.,gap between HOMO and LUMO (eV),lowest unoccupied orbital energy (eV),E_HOMO (eV)
1,9.1,0.88,-8.2
2,7.2,-4.50,-11.7
3,10.0,-3.65,-13.7
4,10.2,1.05,-9.2
5,8.0,-0.07,-8.1